The following is a quantum chemistry calculation of C38H59O18S4V2 as an isolated structure, from the OMol25 dataset.

Geometry as XYZ:
```
121
Properties=species:S:1:pos:R:3:forces:R:3
O 5.052 4.034 1.087 -1.8085 -1.2777 2.2261
V 4.107 3.356 2.192 -0.3477 1.4403 -2.4930
O 2.725 4.093 2.155 1.6647 -0.6764 0.0226
O 6.511 -1.127 -2.487 -0.7372 -2.7962 4.8102
V 6.240 -1.997 -1.089 -1.8767 -0.6649 -5.9836
O 5.554 -3.393 -1.551 1.9109 3.6712 1.3788
C 0.330 -0.182 0.230 0.3628 -1.4743 1.3864
C 1.632 -0.252 -0.627 -0.6069 2.7491 0.5558
C 1.361 0.854 -1.685 -0.2793 -0.8609 -0.4591
O 2.799 0.026 0.082 0.2489 -0.5239 -0.0663
H -0.021 0.820 0.477 0.0270 0.2025 -0.7951
H 0.439 -0.566 1.244 0.7029 -0.3941 0.1418
H -0.477 -0.829 -0.115 -0.1285 0.4000 -0.6260
H 1.731 -1.156 -1.228 0.0362 -0.5968 0.3263
H 2.244 1.043 -2.295 -0.0761 0.3963 0.1333
H 0.863 1.709 -1.228 0.7701 0.3460 0.0263
H 0.576 0.460 -2.331 0.0070 -0.0744 -0.3554
C -2.847 5.528 2.057 0.5266 -2.2523 -0.8419
C -2.881 5.401 0.473 -0.5590 -0.5921 0.9980
O -3.593 6.554 0.049 -0.6980 1.4637 0.2232
S -4.766 6.928 1.150 -1.4905 0.0464 -1.1132
O -5.879 5.934 1.078 3.2051 2.5851 0.3645
O -5.098 8.378 1.033 1.5420 -4.4733 0.8235
O -3.745 6.515 2.395 -2.2150 2.2115 0.0104
H -1.884 5.681 2.545 0.2347 0.9603 -0.6388
H -3.110 4.585 2.536 -0.6577 -0.2432 -0.3076
H -3.501 4.603 0.063 0.2326 -0.6362 0.7400
H -1.880 5.263 0.065 -0.1320 0.8698 -0.2540
O 5.505 -3.775 5.648 0.8388 -1.2878 -2.1500
S 5.375 -4.649 4.483 -2.5257 -0.4655 -0.1231
O 5.819 -4.377 3.114 0.7618 0.1606 1.8088
O 5.766 -6.194 4.904 0.5615 2.3810 -0.1098
C 6.546 -6.973 3.972 -0.7096 -0.6202 -0.0721
C 7.122 -8.145 4.748 1.6746 -0.5714 -0.3460
C 3.607 -4.979 4.313 0.6553 -0.3323 0.4516
H 7.262 -6.384 3.399 0.2454 0.1527 0.6085
H 5.850 -7.317 3.208 -0.1597 -0.2353 0.0298
H 6.804 -8.382 5.763 -0.9807 0.3090 -0.3627
H 8.194 -8.053 4.921 0.2133 0.5589 -0.1621
H 7.104 -9.034 4.117 -0.4693 -0.1544 0.1623
H 3.002 -4.160 3.922 0.4361 0.2033 0.2288
H 3.361 -5.242 5.342 -0.5317 -0.0424 -0.2049
H 3.513 -5.837 3.648 0.0040 0.0151 0.1322
O -6.541 -0.836 4.230 1.5703 3.4779 -0.3378
S -5.880 0.480 3.980 1.8853 -1.6179 -1.2434
O -4.496 0.770 4.469 -3.6197 -0.9045 -1.3478
O -5.855 0.735 2.313 1.6425 0.1834 2.5744
C -6.932 0.309 1.517 -1.6668 -0.3577 1.8994
C -6.558 0.396 0.130 0.3125 -0.7355 -2.5935
C -6.899 1.868 4.325 -0.2307 0.1572 1.1543
H -7.796 0.966 1.617 -0.1551 0.3073 0.5581
H -7.248 -0.656 1.913 0.0317 -0.3202 -0.5655
H -6.455 1.424 -0.216 0.4137 -0.0309 0.1544
H -7.366 -0.012 -0.478 -0.2553 -0.0186 0.0254
H -5.709 -0.235 -0.132 0.3058 0.3253 0.0983
H -6.834 2.071 5.394 -0.2405 -0.3057 0.1203
H -7.917 1.601 4.041 0.0944 0.2651 -0.0565
H -6.499 2.769 3.858 -0.0520 -0.3883 -0.4447
O 1.601 1.375 5.699 -0.7570 1.5287 3.6982
S 1.199 1.793 7.090 -1.1853 -0.6928 -1.4787
O 2.139 2.329 8.053 -0.4954 -0.9116 -1.0189
O 0.041 2.906 6.925 -0.1928 -1.1493 -1.6704
C -0.707 3.480 8.019 3.3242 -0.0342 2.1175
C -1.937 4.165 7.664 -1.7116 -0.1253 -0.9014
C 0.185 0.374 7.787 1.1230 1.1428 -0.7296
H 0.062 4.117 8.457 -0.3390 0.6649 0.1731
H -0.855 2.773 8.835 -0.2936 -0.5102 -0.2990
H -2.698 3.409 7.470 -0.1615 0.0467 -0.4344
H -1.851 4.819 6.796 0.0551 0.0335 0.1303
H -2.352 4.710 8.513 0.4192 0.1996 0.0560
H -0.435 0.731 8.610 0.3979 -0.0847 0.0561
H 0.950 -0.349 8.069 -0.3374 -0.0904 0.1757
H -0.454 0.020 6.978 0.2483 0.0449 -0.0216
C 6.135 6.643 -7.290 -0.8883 0.3433 -0.8286
C 7.477 6.289 -7.266 0.0995 1.0515 -0.3791
C 7.933 5.418 -6.310 -0.9869 -0.0891 -0.4269
C 6.929 4.806 -5.549 4.3171 -1.6726 1.0810
C 5.633 4.973 -5.722 -2.6343 0.7474 1.1169
C 5.207 5.984 -6.532 -0.5094 0.3509 -0.0906
H 5.727 7.416 -7.925 0.4904 0.2337 -0.2678
H 8.128 6.821 -7.945 0.2914 -0.0736 0.0242
H 8.988 5.209 -6.205 -0.0589 -0.1135 0.2001
H 7.303 4.156 -4.772 -0.1751 -0.3380 0.1880
H 4.889 4.602 -5.033 0.1592 -0.6876 0.0517
H 4.172 6.269 -6.412 -0.1100 0.2443 -0.6653
C -3.404 4.514 -5.039 -0.0013 -0.4492 0.1644
C -2.965 3.247 -5.397 -0.6099 -0.0594 -0.7534
C -1.866 3.050 -6.250 -2.0575 -0.6785 2.6580
C -1.166 4.139 -6.624 1.6978 0.3431 -0.3522
C -1.510 5.428 -6.190 0.0449 -0.9047 -0.7821
C -2.645 5.600 -5.421 0.4781 0.8208 -1.0267
H -4.326 4.655 -4.495 -0.0439 -0.0627 0.0970
H -3.567 2.374 -5.192 -0.0992 -0.0208 0.4625
H -1.618 2.001 -6.318 0.5307 0.1129 -0.9595
H -0.285 3.859 -7.182 0.3370 0.9073 -0.3726
H -0.977 6.289 -6.566 0.1557 0.0167 0.1079
H -2.934 6.639 -5.353 -0.4263 -0.0254 0.7795
C 2.864 -6.909 -6.158 -0.5990 -1.6036 -1.0611
C 2.648 -7.872 -7.201 -0.5767 0.8809 0.1197
C 1.811 -7.557 -8.271 -0.2660 0.0703 1.2922
C 1.115 -6.354 -8.245 0.2132 0.0167 -1.0152
C 1.272 -5.439 -7.245 1.5293 0.4815 2.0112
C 2.181 -5.706 -6.161 -0.3977 -0.2993 -1.6444
H 3.479 -7.273 -5.348 0.2200 0.4922 0.1951
H 3.059 -8.869 -7.139 0.3354 0.0621 0.0919
H 1.477 -8.212 -9.062 0.7057 -0.4893 0.0096
H 0.553 -6.185 -9.151 -0.5342 0.4961 0.2434
H 0.821 -4.458 -7.200 -0.3833 -0.0664 -0.4409
H 2.406 -4.938 -5.437 -0.2463 -0.0394 0.2012
C -5.703 -5.433 1.897 0.5164 0.2313 0.0033
C -4.360 -5.007 1.938 -1.2996 -0.9577 1.2131
C -3.490 -5.315 0.928 -0.2315 0.0573 -0.2114
C -3.955 -5.955 -0.243 0.2713 0.5993 0.4039
C -5.286 -6.329 -0.307 -0.0298 1.3245 -0.1049
C -6.132 -6.059 0.765 -0.4656 -0.3867 -0.7932
H -6.447 -5.284 2.665 0.3327 0.3487 0.3510
H -3.975 -4.576 2.850 -0.0148 0.3293 -0.0063
H -2.508 -4.940 1.174 0.5115 -0.3302 -0.9601
H -3.332 -6.011 -1.124 0.1769 -0.2521 0.0330
H -5.794 -6.490 -1.246 0.3980 -0.8026 -0.2226
H -7.178 -6.276 0.605 -0.1691 -0.1364 0.2926
```
Forces are in eV/Å.

Properties
orbital gap	3.502	eV
E_LUMO	-6.9	eV
net charge	+1
2S+1	1